The following is a quantum chemistry calculation of a structure of composition C48H34N7O8P2PtSSe2 in a non-equilibrium geometry, from OMol25.

## Properties
net charge: -1
E_tot: -8837.86333 Eh
highest occupied orbital energy: -5.5 eV
strongest force on any atom: 0.023 hartree/bohr
Kohn-Sham gap: 6.154 eV
ΔE to the lowest compared entry with this formula, charge and spin: 0.0 kJ/mol
molar mass: 1283.854 g mol⁻¹
spin multiplicity: 1

XYZ file:
```
103
Properties=species:S:1:pos:R:3:mulliken_charge:R:1
Pt -1.823 0.303 0.952 1.76
O -1.283 -3.015 0.652 -0.45
S -2.706 -2.897 0.780 1.22
O -3.380 -3.581 1.850 -0.70
N -3.070 -1.305 0.738 -0.62
C -4.394 -0.922 0.537 -0.01
C -5.531 -1.695 0.636 -0.35
C -6.780 -1.170 0.246 -0.89
C -6.921 0.100 -0.239 -1.05
C -5.783 0.934 -0.319 1.07
C -5.790 2.256 -0.818 -1.06
C -4.631 2.970 -0.882 -1.43
C -3.443 2.395 -0.400 0.21
N -3.425 1.189 0.118 0.50
C -4.552 0.421 0.112 0.16
C -3.419 -3.490 -0.740 -0.12
C -3.143 -2.813 -1.920 0.36
C -3.663 -3.294 -3.111 -0.85
C -4.440 -4.446 -3.116 -0.43
C -4.704 -5.118 -1.930 -0.62
C -4.196 -4.636 -0.731 -0.40
H -5.472 -2.705 1.010 0.64
H -7.650 -1.810 0.330 0.40
H -7.884 0.480 -0.554 0.41
H -6.724 2.683 -1.164 0.42
H -4.596 3.968 -1.294 0.51
H -2.493 2.912 -0.444 0.57
H -2.561 -1.899 -1.919 -0.06
H -3.460 -2.755 -4.027 0.46
H -4.845 -4.820 -4.048 0.39
H -5.312 -6.014 -1.936 0.39
H -4.396 -5.133 0.208 0.48
Se 3.959 1.132 4.117 -0.44
P 3.584 -0.586 2.932 0.71
C 4.519 -0.613 1.369 0.61
C 5.258 0.499 0.985 -0.32
C 5.963 0.484 -0.207 -0.70
C 5.932 -0.638 -1.022 -0.50
C 5.194 -1.749 -0.643 -0.65
C 4.489 -1.738 0.551 -0.17
C 4.051 -2.142 3.747 0.76
C 3.506 -3.371 3.376 -0.16
C 3.964 -4.538 3.968 -0.99
C 4.963 -4.491 4.929 -0.39
C 5.502 -3.270 5.305 -0.61
C 5.046 -2.099 4.719 -0.69
C 1.847 -0.779 2.510 0.46
C 1.034 0.055 1.755 0.12
N -0.211 -0.461 1.886 0.51
N -0.178 -1.501 2.703 -1.25
N 1.049 -1.701 3.094 -0.36
P -0.498 1.105 -2.180 0.95
Se -2.342 0.706 -3.174 -0.45
C 0.393 2.444 -3.041 -0.04
C 1.353 3.159 -2.326 -0.09
C 2.067 4.181 -2.936 -0.78
C 1.832 4.487 -4.270 -0.53
C 0.887 3.770 -4.991 -0.60
C 0.168 2.753 -4.377 -0.77
C 0.608 -0.333 -2.339 0.32
C 0.320 -1.431 -1.530 0.34
C 1.114 -2.564 -1.561 -0.81
C 2.215 -2.609 -2.408 -0.75
C 2.520 -1.515 -3.204 -0.79
C 1.723 -0.378 -3.168 -0.80
H 5.262 1.373 1.624 0.27
H 6.529 1.358 -0.505 0.39
H 6.477 -0.645 -1.958 0.40
H 5.156 -2.623 -1.281 0.38
H 3.905 -2.606 0.830 0.19
H 2.703 -3.421 2.656 0.36
H 3.526 -5.487 3.684 0.39
H 5.313 -5.405 5.392 0.37
H 6.275 -3.224 6.062 0.37
H 5.448 -1.139 5.020 0.30
H 1.553 2.896 -1.295 0.41
H 2.805 4.737 -2.371 0.46
H 2.387 5.285 -4.748 0.37
H 0.703 4.008 -6.031 0.41
H -0.591 2.202 -4.919 0.37
H -0.524 -1.401 -0.853 -0.33
H 0.866 -3.398 -0.917 0.66
H 2.841 -3.493 -2.439 0.46
H 3.387 -1.541 -3.853 0.42
H 1.975 0.473 -3.789 0.40
O 2.472 1.540 0.642 -0.59
C 1.405 1.371 1.201 0.24
O -0.506 1.478 -0.692 -0.04
C 0.527 2.581 1.456 0.73
C 1.069 3.821 1.137 -0.71
C 0.294 4.948 1.286 -0.83
C -1.010 4.919 1.747 -0.75
C -1.507 3.678 2.079 -1.16
C -0.771 2.510 1.943 -0.77
N -2.888 3.602 2.594 1.35
O -3.613 4.552 2.374 -0.67
O -3.206 2.607 3.203 -0.62
N 0.876 6.262 0.933 1.10
O 2.009 6.278 0.507 -0.62
O 0.186 7.245 1.111 -0.66
H 2.084 3.887 0.775 0.93
H -1.599 5.816 1.850 0.66
H -1.175 1.600 2.398 2.27
```

The following is a quantum chemistry calculation of a cluster of 2 separate species, CH2N2O3 in total in a non-equilibrium geometry, from OMol25.

## Properties
net charge: 0
E_tot: -374.47828 Eh
highest occupied orbital energy (spin up / spin down): -10.6 / -10.6 eV
strongest force on any atom: 0.054 hartree/bohr
Kohn-Sham gap (spin up / spin down): 10.966 / 10.966 eV
ΔE to the lowest compared entry with this formula, charge and spin: 2.2 kJ/mol
SMILES: [H]/N=[NH+]\[O-].O=C=O
molar mass: 90.038 g mol⁻¹
spin multiplicity: 1

XYZ file:
```
8
Properties=species:S:1:pos:R:3:mulliken_charge:R:1
C 2.313 -0.147 0.084 0.74
N -1.919 -0.130 -0.813 -0.51
N -1.400 -0.087 0.292 0.52
O 1.867 -1.211 0.081 -0.38
O 2.844 0.876 0.131 -0.36
O -0.583 0.814 0.614 -0.56
H -1.434 0.665 -1.367 0.30
H -1.688 -0.779 0.979 0.25
```

The following is a quantum chemistry calculation of a structure of composition C31H38NPReSi in a non-equilibrium geometry, from OMol25.

## Properties
net charge: +2
E_tot: -1967.27741 Eh
highest occupied orbital energy (spin up / spin down): -13.6 / -13.6 eV
strongest force on any atom: 0.093 hartree/bohr
Kohn-Sham gap (spin up / spin down): 6.357 / 3.483 eV
ΔE to the lowest compared entry with this formula, charge and spin: 0.0 kJ/mol
expectation value of S²: 3.79
molar mass: 669.919 g mol⁻¹
spin multiplicity: 4

XYZ file:
```
73
Properties=species:S:1:pos:R:3:mulliken_charge:R:1
C -2.394 0.828 -4.631 -0.90
C -2.135 -0.427 -4.085 -0.67
C -1.290 -0.597 -2.981 0.07
C -0.726 0.547 -2.360 0.87
C -0.974 1.825 -2.942 0.62
C -1.827 1.956 -4.037 -0.79
C -1.090 -1.983 -2.461 -0.72
C 0.304 -2.456 -2.027 -0.87
N 1.363 -1.428 -2.032 -0.42
Re 0.670 0.326 -0.881 0.82
C -0.272 3.017 -2.373 -1.47
P 1.251 2.395 -1.475 0.92
H -2.586 -1.314 -4.533 0.50
H -2.009 2.954 -4.435 0.53
H -3.021 0.929 -5.514 0.45
H -0.883 3.561 -1.636 0.46
H 0.052 3.736 -3.138 0.61
H -1.784 -2.170 -1.623 0.12
H -1.406 -2.686 -3.245 0.52
H 0.248 -2.895 -1.023 0.27
C 1.716 3.772 -0.391 -1.23
C 2.481 2.512 -2.817 -1.41
H 0.666 -3.247 -2.704 0.65
C 1.758 -1.078 -3.417 -1.08
C 2.556 -1.936 -1.307 -0.97
H -0.104 1.472 0.020 -0.26
H 2.128 -2.009 -3.875 0.49
H 0.912 -0.680 -3.986 0.38
H 2.555 -0.330 -3.381 0.33
H 3.040 -2.687 -1.949 0.44
H 3.237 -1.100 -1.113 0.30
H 2.262 -2.389 -0.352 0.37
H 2.605 3.568 -3.087 0.46
H 3.434 2.109 -2.459 0.43
H 2.169 1.944 -3.702 0.43
H 1.792 4.692 -0.987 0.48
H 0.968 3.880 0.404 0.34
H 2.685 3.522 0.061 0.42
H 1.400 1.109 0.398 0.01
C -1.659 3.222 4.252 -0.56
C -0.328 3.230 3.818 -0.78
C 0.128 2.227 2.952 -0.59
C -0.745 1.218 2.511 0.65
C -2.069 1.203 2.965 -0.11
C -2.528 2.209 3.828 -0.79
Si -0.043 -0.105 1.335 0.21
C 1.119 -0.939 2.589 0.54
C 2.498 -0.984 2.397 -0.26
C 3.318 -1.576 3.371 -0.78
C 2.754 -2.117 4.535 -0.63
C 1.370 -2.065 4.723 -0.76
C 0.549 -1.473 3.757 -0.04
C -1.388 -1.404 1.049 0.89
C -1.124 -2.742 1.360 -0.57
C -2.166 -3.676 1.363 -0.81
C -3.463 -3.286 1.018 -0.69
C -3.707 -1.965 0.629 -0.76
C -2.667 -1.027 0.621 -0.25
H -2.017 4.001 4.928 0.40
H 0.361 4.015 4.142 0.43
H 1.170 2.232 2.615 0.48
H -2.746 0.409 2.645 0.44
H -3.569 2.194 4.163 0.43
H 2.943 -0.540 1.498 0.25
H 4.396 -1.607 3.218 0.43
H 3.393 -2.583 5.290 0.40
H 0.913 -2.479 5.626 0.43
H -0.533 -1.420 3.920 0.44
H -0.106 -3.051 1.627 0.57
H -1.953 -4.708 1.645 0.49
H -4.283 -4.009 1.060 0.45
H -4.710 -1.653 0.334 0.48
H -2.859 0.001 0.289 0.51
```

The following is a quantum chemistry calculation of a structure of composition C56H44Cl4CrN6O2P, from OMol25.

## Properties
net charge: +2
E_tot: -5865.60047 Eh
highest occupied orbital energy (spin up / spin down): -12.2 / -12.2 eV
strongest force on any atom: 0.018 hartree/bohr
Kohn-Sham gap (spin up / spin down): 5.176 / 5.168 eV
expectation value of S²: 0.78
molar mass: 1057.790 g mol⁻¹
spin multiplicity: 2

XYZ file:
```
114
Properties=species:S:1:pos:R:3:mulliken_charge:R:1
Cr -0.040 0.098 -0.438 0.80
C -1.215 -3.938 3.039 -1.01
N -1.474 -2.884 2.062 0.53
C -0.611 -1.940 1.653 -0.84
N -1.182 -1.147 0.756 1.60
C -2.477 -1.595 0.584 -0.88
C -2.662 -2.691 1.398 0.76
C -3.885 -3.473 1.643 0.05
C -3.915 -4.856 1.476 -0.17
C -5.096 -5.555 1.678 -0.86
C -6.250 -4.880 2.049 -0.51
C -6.225 -3.502 2.219 -0.83
C -5.048 -2.799 2.016 -0.10
C -3.430 -1.022 -0.376 -0.65
C -3.555 0.357 -0.493 0.12
C -4.441 0.911 -1.402 -0.53
C -5.210 0.083 -2.207 -0.72
C -5.092 -1.297 -2.097 -1.01
C -4.208 -1.851 -1.184 -0.19
P 1.111 -1.788 2.179 -0.71
C 1.943 -1.820 0.583 -0.69
N 1.665 -1.014 -0.432 1.76
C 2.565 -1.318 -1.436 -1.02
C 3.413 -2.304 -0.971 0.44
N 2.998 -2.610 0.297 0.61
C 3.555 -3.655 1.152 -1.07
C 4.518 -2.983 -1.666 -0.25
C 4.298 -3.547 -2.921 -0.11
C 5.336 -4.169 -3.596 -0.86
C 6.601 -4.230 -3.026 -0.41
C 6.827 -3.668 -1.778 -0.84
C 5.790 -3.046 -1.098 -0.14
C 2.716 -0.693 -2.769 0.25
C 3.889 0.012 -3.032 -0.49
C 4.110 0.560 -4.286 -1.01
C 3.164 0.404 -5.290 -0.59
C 2.002 -0.312 -5.036 -0.86
C 1.785 -0.867 -3.785 0.25
C 1.061 0.049 2.340 -1.23
N 0.559 0.953 1.526 0.57
C 0.646 2.180 2.211 -0.68
C 1.352 1.963 3.401 0.40
N 1.579 0.629 3.464 0.72
C 2.281 -0.069 4.547 -0.94
C 1.873 2.861 4.449 -0.97
C 2.887 3.770 4.154 0.39
C 3.374 4.606 5.146 -0.92
C 2.850 4.545 6.432 -0.40
C 1.845 3.634 6.731 -0.88
C 1.361 2.787 5.744 0.06
C 0.113 3.487 1.861 0.91
C -0.345 3.872 0.500 1.85
C -0.430 5.327 0.240 -0.73
C -0.357 6.249 1.212 -1.06
C -0.247 5.785 2.548 -0.62
C -0.012 4.459 2.851 -1.07
H -0.464 -3.606 3.750 0.42
H -0.865 -4.842 2.545 0.32
H -2.137 -4.158 3.570 0.37
H -3.020 -5.385 1.167 0.44
H -5.115 -6.628 1.536 0.43
H -7.170 -5.428 2.207 0.43
H -7.123 -2.972 2.511 0.44
H -5.023 -1.723 2.145 0.45
H -2.998 0.989 0.190 0.43
H -4.542 1.987 -1.479 0.47
H -5.913 0.512 -2.911 0.46
H -5.690 -1.944 -2.726 0.49
H -4.107 -2.926 -1.107 0.58
H 4.016 -4.410 0.523 0.44
H 2.764 -4.112 1.740 0.39
H 4.312 -3.250 1.822 0.33
H 3.311 -3.496 -3.365 0.45
H 5.157 -4.610 -4.568 0.44
H 7.412 -4.711 -3.558 0.43
H 7.813 -3.707 -1.333 0.41
H 5.978 -2.587 -0.134 0.46
H 4.621 0.141 -2.244 0.53
H 5.026 1.104 -4.480 0.46
H 3.335 0.828 -6.271 0.44
H 1.266 -0.447 -5.819 0.46
H 0.895 -1.454 -3.604 0.81
H 2.895 0.643 5.087 0.44
H 2.913 -0.848 4.136 0.32
H 1.569 -0.517 5.238 0.30
H 3.293 3.816 3.149 0.50
H 4.169 5.305 4.916 0.46
H 3.229 5.203 7.202 0.45
H 1.436 3.579 7.732 0.43
H 0.565 2.087 5.972 0.48
H 0.332 3.417 -0.237 -0.23
H -0.636 5.615 -0.786 0.56
H -0.450 7.306 1.005 0.47
H -0.337 6.494 3.362 0.49
H 0.083 4.191 3.889 0.76
Cl -3.233 -3.170 -6.551 -0.20
C -2.511 -2.438 -5.165 -0.18
C -2.324 -1.063 -5.136 -0.45
C -1.757 -0.473 -4.031 1.01
Cl -1.488 1.233 -4.004 -0.21
C -1.340 -1.231 -2.908 -1.08
O -0.826 -0.613 -1.868 0.38
C -1.523 -2.632 -2.974 1.43
C -1.099 -3.551 -1.908 -0.40
O -0.564 -3.258 -0.862 -0.34
C -2.113 -3.208 -4.100 -1.26
H -2.618 -0.461 -5.987 0.49
H -1.333 -4.614 -2.120 0.25
H -2.255 -4.282 -4.130 0.49
Cl 1.023 1.725 -1.474 -0.79
C -1.754 3.290 0.145 0.89
Cl -2.848 3.168 1.555 -0.15
H -1.653 2.306 -0.290 -0.97
H -2.253 3.941 -0.565 0.65
```

The following is a quantum chemistry calculation of the ion C5H14N2 with charge -1 in a non-equilibrium geometry, from OMol25.

## Properties
net charge: -1
E_tot: -308.31688 Eh
highest occupied orbital energy (spin up / spin down): 1.5 / -4.8 eV
strongest force on any atom: 0.054 hartree/bohr
Kohn-Sham gap (spin up / spin down): 2.585 / 8.729 eV
ΔE to the lowest compared entry with this formula, charge and spin: 121.2 kJ/mol
expectation value of S²: 0.75
molar mass: 102.181 g mol⁻¹
spin multiplicity: 2

XYZ file:
```
21
Properties=species:S:1:pos:R:3:mulliken_charge:R:1
C 1.602 0.192 1.877 -1.71
C 1.201 0.955 0.645 -0.04
C 1.609 0.287 -0.710 -0.94
C 0.634 -0.761 -1.189 -2.59
N -0.794 -0.411 -1.221 0.77
C -1.864 -0.653 -0.250 -2.02
N -2.364 0.397 0.598 -0.46
H 2.638 0.113 2.204 0.61
H 1.238 -0.847 1.953 0.37
H 0.886 0.530 2.672 0.51
H 1.568 1.985 0.667 0.62
H 0.119 1.007 0.647 -0.48
H 1.730 1.165 -1.345 0.31
H 2.591 -0.184 -0.550 0.50
H 0.634 -1.639 -0.508 -0.09
H 0.957 -1.212 -2.130 1.42
H -1.153 -0.543 -2.149 0.49
H -2.667 -1.021 -0.888 0.83
H -1.704 -1.514 0.416 0.27
H -2.632 1.232 0.088 0.33
H -1.651 0.791 1.205 0.29
```